(1)
Molecular formula: C4H14N3
Method: DFT, ωB97M-V with the def2-TZVPD basis set

Calculated values
Frontier orbital gap in eV: 10.92
Energy relative to the best compared isomer or geometry (same formula, charge and spin) in kJ/mol: 210.5
Net charge: +1

```
21
Properties=species:S:1:pos:R:3:forces:R:3:mulliken_charge:R:1
C -0.770600 2.503339 1.471119 -3.586 0.623 0.030 -0.30
C -2.135179 1.614303 1.687404 5.498 0.814 1.285 -1.14
H -0.553999 3.243913 2.264361 -0.232 -0.927 0.072 0.34
H 0.054358 1.860916 1.312824 0.745 -0.143 -0.441 -0.16
H -1.056935 3.155199 0.648035 0.836 -0.118 -0.546 0.26
H -2.756221 2.087704 2.335092 -1.441 1.071 2.733 0.40
H -2.769396 1.441964 0.940658 -1.841 -0.279 -4.162 0.43
H -1.794451 0.652093 1.983608 -0.120 -0.864 1.032 0.26
C 1.461514 -0.424535 0.566641 -0.837 4.272 -1.642 -0.93
C 0.616179 -1.639272 -1.398403 0.020 -0.491 -3.720 0.70
N 0.422825 -0.838048 -0.383492 0.945 -0.531 1.143 -0.09
N 1.453187 -2.720811 -1.569768 -2.602 4.412 -3.325 -0.39
N -0.082140 -1.284586 -2.529346 0.960 -2.361 -0.695 -0.45
H -0.527888 -0.546240 -0.357042 -0.432 0.966 0.568 0.26
H 1.819523 -3.192468 -0.856352 1.948 -2.147 3.409 0.20
H 1.827782 -2.793311 -2.518053 -0.038 -0.434 0.803 0.23
H -0.538385 -0.384601 -2.628946 0.314 -0.282 0.022 0.23
H 0.000424 -1.933943 -3.372401 -0.642 1.481 1.732 0.24
H 1.756610 -1.149538 1.159419 0.747 -3.678 3.359 0.39
H 1.170917 0.503323 1.160031 0.071 -1.635 -0.901 0.13
H 2.401881 -0.155401 0.084616 -0.313 0.252 -0.755 0.38
```
Forces are in eV/Å.

***

(2)
Molecular formula: C36H38F4FeGeN3
Method: DFT, ωB97M-V with the def2-TZVPD basis set

Calculated values
⟨S²⟩: 6.040
Frontier orbital gap (alpha / beta) in eV: 7.28 / 6.64
Multiplicity: 5
Net charge: +1

```
83
Properties=species:S:1:pos:R:3:forces:R:3:lowdin_spin:R:1
Fe -0.141802 1.630799 0.054456 0.768 0.537 -0.130 3.60
C -1.313374 4.524295 0.064392 -0.059 0.091 0.044 0.00
N -0.180091 3.815357 0.659410 -0.199 -0.250 -0.068 0.04
C -0.129212 4.100923 2.096074 -0.018 -0.007 0.049 0.00
C 1.088100 4.181574 0.011553 0.114 -0.017 -0.127 0.01
C 2.218110 3.202043 0.400043 -0.041 0.098 0.027 0.02
N 1.640247 1.902128 0.739291 -0.049 0.026 -0.110 0.12
C 2.187203 1.283462 1.847282 0.156 0.012 0.069 0.01
C 1.366888 0.818606 2.873600 -0.043 -0.020 0.083 0.01
F 0.025038 1.004881 2.749794 0.142 0.196 0.076 0.02
C 1.864768 0.201999 4.004911 0.115 0.025 -0.097 0.00
F 1.007603 -0.210624 4.944316 0.000 0.002 0.025 0.00
C 3.226149 0.017619 4.167192 -0.107 0.043 -0.090 0.01
C 4.059922 0.471897 3.162548 -0.011 0.026 -0.072 0.00
F 5.379557 0.301286 3.265224 -0.054 0.006 0.008 0.00
C 3.558556 1.088962 2.028447 0.036 -0.025 0.017 0.01
F 4.405064 1.480345 1.059007 -0.091 -0.046 0.086 0.00
H -1.207588 5.610823 0.162372 0.000 -0.013 -0.008 0.00
H -1.397401 4.273415 -0.990420 -0.063 0.048 0.007 0.00
H -2.230596 4.214210 0.563380 -0.021 0.000 0.002 0.00
H -0.058880 5.180873 2.266589 0.005 0.007 0.001 0.00
H -1.028215 3.724326 2.578887 -0.046 -0.014 0.017 0.00
H 0.732381 3.618168 2.543845 0.082 -0.065 0.041 0.00
H 0.918046 4.143465 -1.066669 0.066 0.097 0.232 0.00
H 1.370259 5.212527 0.258006 -0.002 -0.022 -0.001 0.00
H 2.916282 3.139439 -0.441092 0.046 0.029 0.044 0.00
H 2.789585 3.592485 1.248192 -0.070 0.021 -0.041 0.00
H 3.626164 -0.466898 5.044244 0.005 -0.020 0.040 0.00
C 0.461902 0.495146 -2.717339 0.091 -0.205 0.055 0.01
N -0.331777 1.609221 -2.166766 -0.038 0.115 -0.163 0.05
C 0.099862 2.810212 -2.909866 -0.076 0.075 -0.128 0.01
C -1.785630 1.388395 -2.413978 -0.123 -0.078 -0.159 0.01
C -2.591601 1.050497 -1.181704 0.162 0.142 -0.032 0.02
C -3.979553 1.023452 -1.276742 0.106 0.045 -0.105 0.00
C -4.758090 0.856879 -0.148179 -0.053 0.002 0.045 0.02
C -4.160979 0.767175 1.103496 0.018 0.040 -0.013 0.00
C -2.782108 0.776681 1.204181 -0.147 0.088 -0.160 0.02
C -1.979758 0.890615 0.062338 -0.122 -0.755 0.458 0.01
H 0.273120 0.373809 -3.788952 -0.029 0.056 0.004 0.00
H 0.218309 -0.439664 -2.223468 -0.025 0.020 0.026 0.00
H 1.521676 0.691417 -2.566641 0.003 -0.005 0.035 0.00
H -0.126072 2.695800 -3.974746 0.006 -0.015 0.000 0.00
H 1.174984 2.944246 -2.806216 0.015 -0.017 0.034 0.00
H -0.411444 3.699201 -2.545340 0.018 -0.098 -0.106 0.00
H -1.918364 0.628735 -3.193890 0.041 0.006 0.084 0.00
H -2.200921 2.315399 -2.816272 0.030 -0.028 -0.034 0.00
H -4.451289 1.150521 -2.243543 -0.023 -0.004 -0.045 0.00
H -5.834922 0.830613 -0.239124 -0.038 -0.018 0.001 0.00
H -4.769867 0.687081 1.992099 -0.040 -0.001 0.063 0.00
H -2.329243 0.720748 2.178997 0.100 -0.087 0.171 0.00
C -0.679768 -1.626212 2.239355 0.123 -0.070 -0.204 0.00
Ge -0.412308 -1.173712 0.356100 -0.601 -0.329 0.183 0.00
C -1.828306 -2.037187 -0.693568 0.153 0.131 -0.035 0.00
C -1.693051 -2.365891 -2.042235 0.176 -0.063 0.051 0.00
C -2.729063 -2.973579 -2.732837 -0.033 -0.021 -0.039 0.00
C -3.917442 -3.272488 -2.082354 0.005 0.014 -0.042 0.00
C -4.056629 -2.976553 -0.736723 -0.020 0.010 0.053 0.00
C -3.020896 -2.359319 -0.050135 -0.013 0.035 -0.007 0.00
C 1.378072 -1.824099 -0.172184 -0.013 0.150 -0.061 0.00
C 2.434016 -0.976035 -0.383307 -0.105 0.000 -0.133 0.00
C 3.718794 -1.450407 -0.711457 0.064 0.011 -0.007 0.00
C 3.933542 -2.786776 -0.840641 0.047 0.012 -0.009 0.00
C 2.887631 -3.710399 -0.616880 -0.090 -0.016 0.025 0.00
C 3.133041 -5.101640 -0.719044 0.013 0.036 0.001 0.00
C 2.155302 -6.009254 -0.448944 -0.016 -0.053 0.003 0.00
C 0.879354 -5.561118 -0.055925 -0.015 0.002 0.007 0.00
C 0.608018 -4.226588 0.035482 0.077 0.106 -0.096 0.00
C 1.593310 -3.245872 -0.258801 -0.018 0.028 0.107 0.00
H -0.859055 -2.703025 2.233991 -0.008 -0.028 0.010 0.00
H -1.513596 -1.136050 2.720163 -0.121 0.051 0.053 0.00
H 0.229180 -1.436672 2.801877 -0.022 -0.081 -0.027 0.00
H -0.754113 -2.204987 -2.558950 0.010 0.031 -0.003 0.00
H -2.602487 -3.232845 -3.775152 0.008 -0.004 -0.034 0.00
H -4.725720 -3.747247 -2.620081 -0.030 -0.033 -0.024 0.00
H -4.971308 -3.228510 -0.217184 -0.024 0.002 0.014 0.00
H -3.151202 -2.134881 0.999016 -0.015 0.038 0.104 0.00
H 2.290076 0.093193 -0.315593 0.013 -0.030 -0.027 0.00
H 4.525655 -0.745287 -0.855883 0.025 0.037 -0.014 0.00
H 4.912901 -3.166402 -1.100175 0.042 -0.021 -0.015 0.00
H 4.123055 -5.429184 -1.007954 0.041 -0.004 -0.001 0.00
H 2.355795 -7.068813 -0.523332 0.001 -0.025 -0.004 0.00
H 0.108707 -6.282831 0.178024 -0.030 -0.004 0.002 0.00
H -0.382468 -3.923910 0.332098 -0.162 0.046 0.014 0.00
```
Forces are in eV/Å.

***

(3)
Molecular formula: C3H12O2S2
Method: DFT, ωB97M-V with the def2-TZVPD basis set

Calculated values
Frontier orbital gap in eV: 8.83
Energy relative to the best compared isomer or geometry (same formula, charge and spin) in kJ/mol: 99.0
Structure (SMILES): CCCSS.O.O

```
19
Properties=species:S:1:pos:R:3:forces:R:3:mulliken_charge:R:1
C -0.764085 1.264745 0.082444 -1.148 -1.487 -0.984 -1.12
C -0.188074 -0.151341 0.361872 0.966 1.374 0.524 -0.48
C 0.906224 -0.404142 -0.675526 -0.794 -1.397 0.156 -0.53
S 1.650465 -2.131255 -0.612185 -0.310 0.701 1.295 -0.14
S 1.374119 -2.666727 1.472614 0.472 0.267 -1.355 -0.24
H -0.210383 2.090720 0.507906 0.108 0.026 -0.048 0.32
H -1.829734 1.286514 0.323800 0.173 0.274 0.687 0.37
H -0.858436 1.314561 -1.010496 0.465 0.632 0.038 0.22
H 0.332656 -0.116519 1.319420 -0.209 -0.096 0.140 0.28
H -0.959384 -0.909025 0.466330 0.018 -0.133 -0.475 0.42
H 0.459452 -0.361472 -1.669457 0.186 -0.008 -0.133 0.39
H 1.668881 0.353111 -0.568591 0.205 -0.036 -0.039 0.34
H 0.747689 -3.796822 1.146366 -0.209 -0.126 0.097 0.17
O 2.702710 1.164916 1.347414 -0.458 0.331 1.360 -0.56
H 2.887242 1.330551 2.298865 -0.171 -0.179 -1.007 0.28
H 3.553568 1.023933 0.951825 0.695 -0.136 -0.265 0.29
O -3.986166 0.553600 -1.742304 0.473 -0.546 -0.479 -0.64
H -3.342297 0.536482 -2.481616 -0.609 -0.056 0.693 0.32
H -4.144449 -0.381830 -1.518679 0.149 0.594 -0.203 0.32
```
Forces are in eV/Å.

***

(4)
Molecular formula: C8H13Be2Br3CaCl3F2N5O2
Method: DFT, ωB97M-V with the def2-TZVPD basis set

Calculated values
Frontier orbital gap in eV: 1.18

```
39
Properties=species:S:1:pos:R:3:forces:R:3:mulliken_charge:R:1
N -1.372929 4.647689 -0.861049 5.606 -9.512 5.161 -0.50
C -0.764012 3.629253 -0.315963 -3.240 6.151 -3.904 -0.16
C 0.112456 2.340456 0.289805 2.653 1.978 -1.501 0.33
N 1.485302 2.746555 0.797205 -3.308 -0.817 -4.996 -0.51
Br -0.921818 1.771852 1.954636 -3.092 -1.658 -0.575 -0.01
C 0.105791 1.030584 -0.696549 -1.419 -1.255 -0.811 1.34
O -1.256386 0.417142 -0.551919 2.361 -0.420 -1.225 -0.50
C 1.155447 -0.168733 -0.204942 5.177 -6.250 4.412 -0.33
N 1.923943 -1.016052 0.415748 -6.143 6.495 -4.075 -0.39
C 0.281863 1.358895 -2.292602 -0.218 0.580 -0.107 -0.80
C 1.424527 2.476796 -2.654407 0.477 -0.020 -1.020 -0.64
C 2.929121 2.143376 -2.095217 -0.645 0.312 1.086 -0.17
Cl 4.129753 2.649308 -3.464861 -0.543 -0.575 1.005 -0.12
H 1.735638 2.074085 1.581488 0.249 0.730 -1.659 0.41
H 1.436749 3.716363 1.186807 0.281 -1.362 -0.789 0.39
H -1.282442 -0.364781 -1.196652 0.376 1.210 0.988 0.46
H 0.415971 0.322498 -2.851183 0.090 2.011 1.362 0.43
H -0.757423 1.812327 -2.656978 2.181 -0.945 1.043 0.34
H 1.510280 2.489711 -3.845025 -0.294 -0.123 2.647 0.49
H 1.135799 3.586761 -2.358333 0.460 -2.491 -0.385 0.23
H 3.104468 1.022611 -1.806116 -0.221 2.089 -0.955 0.23
H 3.250817 2.818403 -1.164755 -0.762 -1.514 -2.246 0.28
F 0.930968 -1.957964 -1.851936 -0.490 1.035 0.424 -0.77
Be 2.374891 -2.652074 1.822820 -1.769 4.601 0.359 0.77
Br 4.971195 0.611449 -4.890916 -0.163 0.136 0.208 -0.04
Ca -3.194085 0.735336 2.632862 -0.437 -1.884 0.753 1.31
C -2.701639 -3.988155 1.596486 -0.648 -2.600 -0.469 0.59
O -3.120339 -3.121813 2.347997 -0.075 1.432 -1.381 -0.54
N -1.538568 -3.873281 0.930395 1.703 0.832 -0.327 -0.31
N -3.365904 -5.135264 1.367307 -0.397 1.213 0.678 -0.28
H -1.177357 -4.575740 0.307340 -0.198 0.008 -0.038 0.21
H -1.007081 -3.024730 1.074713 -0.260 -0.312 -0.233 0.10
H -4.246388 -5.261770 1.849229 0.362 -0.079 -0.173 0.21
H -3.037381 -5.860331 0.752009 -0.080 -1.513 -0.576 0.21
Cl -3.687462 -2.254439 4.353960 -0.305 2.307 1.465 -0.49
Cl 1.018844 2.856971 3.001348 1.514 2.318 7.342 -0.60
Be -0.625682 4.502956 3.746856 0.107 -0.287 -0.064 -0.15
Br 1.748141 -0.946855 3.537767 0.904 -2.495 -1.544 -0.23
F -3.125070 -7.559397 0.212630 0.207 0.676 0.121 -0.77
```
Forces are in eV/Å.

***

- Number 2 is which compound?
  C36H38F4FeGeN3

***

- Which formula does entry 4 have?
  C8H13Be2Br3CaCl3F2N5O2